1.
C35H49I2N4OPbSbSi3 as an isolated structure. Source: the Open Molecules 2025 dataset; level of theory: ωB97M-V/def2-TZVPD.

## Properties
Kohn-Sham gap: 7.54 eV
LUMO level: 0.166 eV

Atoms and positions in Å:
Pb -1.0878 0.0313 0.6200
I 0.5268 5.0120 6.6917
C 0.4471 3.8332 4.9735
C 1.6556 3.5092 4.3228
C 1.5535 2.7139 3.2139
I 3.2708 2.1829 2.1914
C 0.2900 2.2505 2.7278
O 0.3119 1.4956 1.6809
C -0.9281 2.6240 3.3513
C -2.2506 2.1113 2.9365
N -2.6949 2.4281 1.6233
C -3.0314 3.8623 1.4873
C -3.7238 4.1695 0.1428
C -3.8727 5.4559 -0.3339
C -4.4463 5.6368 -1.6533
C -4.9957 4.5606 -2.2776
C -4.8169 3.2784 -1.6508
N -4.2378 3.1015 -0.4770
C -0.7913 3.4809 4.4752
H 2.5871 3.7494 4.7883
H -2.9569 2.4667 3.7249
H -2.3090 1.0270 3.0059
H -3.5418 1.9461 1.3394
H -2.1495 4.5036 1.5928
H -3.7318 4.1225 2.3288
H -3.4377 6.2752 0.1878
H -4.4004 6.6631 -1.9848
H -5.5354 4.6245 -3.2097
H -5.1405 2.3455 -2.0746
H -1.6801 3.7414 5.1593
C 2.0981 -1.7425 -3.1061
Sb 2.1508 -0.7731 -1.1899
C 0.1668 0.3227 -1.3420
C -0.8471 -0.1126 -2.3271
C -2.1464 0.5133 -2.3852
C -3.1468 -0.0368 -3.1758
C -2.7772 -1.1305 -3.9916
C -1.5302 -1.7282 -3.8952
N -0.6492 -1.2167 -3.0503
Si 0.5091 2.1079 -1.8552
C 1.8435 3.1186 -1.1284
C -0.9827 3.3940 -1.6651
C 0.7788 1.9985 -3.7358
C 1.8384 -2.6352 0.0954
C 1.5976 -2.0233 1.5157
C 2.6020 -1.9468 2.5392
C 2.2653 -1.5677 3.8196
C 0.9043 -1.3791 4.1504
C -0.0344 -1.4053 3.0874
N 0.3324 -1.7733 1.8502
Si 0.3691 -3.8895 -0.1375
C 0.6655 -5.1774 -1.5246
C -1.4197 -3.3206 -0.5710
C 0.0077 -4.8272 1.4542
Si 3.4750 -3.5870 0.0261
C 3.7095 -4.7683 1.4444
C 3.8352 -4.5348 -1.6193
C 4.8807 -2.2796 0.1617
H 1.6495 -1.0344 -3.8405
H 1.3387 -2.5689 -3.1657
H 2.9501 -2.1073 -3.5591
H -2.4622 1.3256 -1.7457
H -4.1151 0.4578 -3.2859
H -3.5800 -1.4496 -4.6673
H -1.2334 -2.4491 -4.6653
H 1.5447 3.2330 -0.1199
H 1.7278 4.0910 -1.5787
H 2.8824 2.7956 -1.1468
H -1.1759 3.6348 -0.5953
H -1.9339 3.2726 -2.1913
H -0.5967 4.2727 -2.2280
H 1.4777 1.1544 -3.9082
H 1.2547 2.9545 -3.9657
H -0.0258 1.8072 -4.4759
H 3.6434 -2.0986 2.2492
H 2.9455 -1.3839 4.6158
H 0.6362 -0.9350 5.0812
H -1.1145 -1.1290 3.2041
H -0.3451 -5.5668 -1.7460
H 1.3705 -6.0009 -1.2330
H 1.1046 -4.7330 -2.3549
H -1.4440 -2.3981 -1.0763
H -2.0406 -3.2863 0.3200
H -1.7357 -4.0439 -1.3187
H -0.6500 -5.5813 1.0241
H -0.5990 -4.2297 2.1707
H 0.8753 -5.3299 1.8723
H 3.3934 -5.8556 1.1478
H 3.0064 -4.5611 2.3006
H 4.6878 -4.9051 1.8913
H 4.9313 -4.6333 -1.7162
H 3.4355 -3.8851 -2.4016
H 3.3740 -5.5009 -1.7764
H 5.2002 -2.1004 -0.8164
H 5.6661 -2.7075 0.7687
H 4.5775 -1.3268 0.5849

Cartesian forces, eV/Å:
0.180 0.652 -0.212
0.052 0.072 0.173
0.530 0.476 -0.373
-1.494 -0.390 0.696
-0.614 0.131 0.014
0.241 -0.269 -0.009
-0.116 0.145 -0.221
-0.256 -1.109 -1.125
1.924 1.285 1.195
-1.124 -0.432 1.397
-0.137 1.582 -1.539
-0.628 -0.026 0.010
-0.097 -0.167 1.261
-0.208 -0.871 -2.283
0.934 0.487 3.058
0.189 -1.923 0.199
-0.255 1.271 0.018
0.291 0.143 -0.448
-1.407 -0.722 1.006
0.454 0.301 -0.088
0.075 -0.079 -0.357
0.289 -0.337 0.199
0.136 -0.303 0.199
-0.008 -0.257 0.036
0.412 0.122 -0.581
0.201 0.547 0.282
-0.453 -0.076 -0.590
0.151 0.024 -0.166
-0.461 -0.006 -0.568
1.185 -0.368 -1.540
-3.135 0.035 -0.663
-0.885 0.049 -0.331
0.687 -0.124 0.510
-1.837 -0.923 0.113
-0.285 -0.727 0.291
1.715 -0.336 -0.667
-1.915 0.281 -0.186
-1.080 1.777 -0.502
1.122 -0.239 0.008
-2.050 0.382 -1.221
0.576 -0.329 -0.253
0.763 0.016 -0.139
0.238 -0.509 -0.122
-1.051 0.546 0.973
1.099 -1.558 0.513
-0.085 0.358 -1.166
-1.954 -0.129 -0.115
-0.369 0.773 -2.251
0.942 -0.332 1.132
-0.643 0.937 -0.262
-0.600 0.279 -0.245
-0.092 -1.033 2.293
1.316 -0.606 0.360
-0.177 0.348 -0.342
1.224 0.222 -0.518
-2.039 -2.519 0.909
-0.094 0.954 0.579
-1.307 -0.783 1.071
0.442 -0.179 0.669
0.765 0.719 0.498
2.404 -0.555 -0.416
0.490 0.219 0.068
0.246 -0.386 0.199
0.665 -0.352 0.022
0.123 -0.222 0.776
-0.105 0.183 1.343
0.194 0.434 -0.337
-0.074 -0.069 -0.122
0.181 0.057 -0.736
0.086 -0.613 0.279
0.168 -0.122 0.762
0.084 0.617 -0.014
0.191 -0.132 -0.421
0.068 0.300 0.812
-0.418 0.040 0.324
0.882 -0.110 0.211
-0.258 -0.164 0.670
1.105 -0.341 0.140
0.669 -0.072 -0.080
-0.870 0.542 -0.098
0.509 0.844 -1.777
-0.146 1.332 -0.553
-0.191 -0.148 -0.054
-0.503 -0.147 0.225
-0.191 -0.384 0.250
0.723 -0.487 -0.326
-0.100 0.032 0.384
0.501 1.817 0.238
0.703 0.001 -0.723
0.360 0.356 -0.189
-0.450 0.115 -0.048
0.360 -0.060 -0.217
-0.019 -0.197 0.304
0.917 0.394 -1.581
0.443 -0.048 0.026
-0.020 0.073 0.076

---

2.
C4H9NO as an isolated structure. Source: the Open Molecules 2025 dataset; level of theory: ωB97M-V/def2-TZVPD.

## Properties
Kohn-Sham gap: 10.42 eV
LUMO level: 0.965 eV
ΔE to the lowest compared entry with this formula, charge and spin: 243.3 kJ/mol

Atoms and positions in Å:
C 0.0745 -1.4582 -1.0909
C 0.9977 -0.5875 -0.2606
C 0.4866 -0.2282 1.1078
N -1.0648 0.8064 0.8027
C -0.8301 1.9824 0.1842
O 0.2908 2.3556 -0.1081
H 0.3737 -1.4303 -2.1414
H 0.0414 -2.5114 -0.7805
H -0.9325 -1.0436 -0.9997
H 1.0121 0.4551 -0.5950
H 2.0497 -0.9338 -0.3026
H 1.3397 0.2618 1.6383
H -0.0354 -0.9104 1.7508
H -2.0879 0.6064 0.8403
H -1.7154 2.6359 -0.0452

Cartesian forces, eV/Å:
-0.102 0.058 -0.108
-0.398 0.414 -0.025
-1.612 0.824 -0.085
1.466 -0.169 0.155
0.376 -0.113 0.124
0.149 0.571 -0.079
-0.111 -0.040 0.062
0.122 0.275 0.080
0.001 -0.169 -0.210
0.358 -0.344 -1.013
-0.518 0.097 0.575
-1.548 0.558 -0.129
0.102 -0.671 0.048
1.500 -0.671 0.436
0.213 -0.621 0.170

---

3.
C6H12F6NO6S2Sn as an isolated structure. Source: the Open Molecules 2025 dataset; level of theory: ωB97M-V/def2-TZVPD.

## Properties
Kohn-Sham gap: 2.57 eV
LUMO level: -9.566 eV
Net charge: +1
ΔE to the lowest compared entry with this formula, charge and spin: 552.2 kJ/mol

Atoms and positions in Å:
Sn 0.4577 -1.7975 0.1761
C 2.4547 4.8217 2.4073
F 3.4440 5.5817 2.9520
F 1.8151 4.2304 3.3513
F 1.5963 5.5721 1.7458
S 3.2072 3.4581 1.1353
O 4.4066 4.0557 0.6170
O 3.4208 2.2204 1.8452
N 1.9802 3.0446 0.0092
S 2.1753 4.1177 -1.1039
O 2.4958 5.4952 -0.6930
O 2.9149 3.5385 -2.2091
C 0.3327 4.3057 -1.6218
F -0.2688 3.1388 -1.6979
F -0.2927 5.1384 -0.7674
F 0.2208 4.8964 -2.8380
C 2.0059 -8.5906 0.9856
C 2.3805 -7.1779 1.1877
O 2.4973 -6.3572 0.0233
H 1.7634 -9.1158 1.9094
H 2.8639 -9.0996 0.5465
H 1.2035 -8.7073 0.2571
H 3.2716 -7.0973 1.8103
H 1.5120 -6.7509 1.6892
H 3.2363 -6.6711 -0.5029
C -5.7974 1.8458 -1.4716
C -5.9090 0.3554 -1.0770
O -4.5912 -0.2092 -1.0658
H -5.6288 2.0908 -2.5203
H -4.9303 2.3501 -1.0451
H -6.7333 2.3402 -1.2114
H -6.5996 -0.1314 -1.7656
H -6.3990 0.2665 -0.1074
H -4.5063 -1.1584 -0.9499

Cartesian forces, eV/Å:
0.246 0.393 -0.031
0.976 0.917 -1.042
-1.000 -1.209 -1.173
-0.439 -1.220 1.186
0.239 0.328 -0.050
1.819 -1.355 1.797
-1.092 0.061 -0.236
-0.875 0.386 0.306
1.161 0.675 2.375
-1.009 3.442 -3.465
-0.438 -2.423 -0.562
-0.623 0.293 0.722
0.271 1.866 -0.941
-0.282 -0.546 0.388
0.435 -1.090 -0.094
0.629 -0.600 0.791
0.688 -1.344 -1.274
-0.989 1.184 0.777
0.059 -0.186 -0.124
-0.052 0.237 0.031
0.056 -0.391 -0.016
-0.223 0.108 0.199
-0.003 0.146 0.096
0.284 0.476 0.454
0.117 -0.084 -0.131
0.150 -0.148 -0.115
0.013 0.672 -0.391
0.555 0.434 -0.145
-0.265 -0.814 -0.354
-0.237 -0.144 0.805
0.162 0.144 0.248
0.294 -0.299 -0.306
0.298 0.088 0.292
-0.925 0.005 -0.016

---

4.
A 2-piece molecular cluster, C4H4N2O2 overall. Source: the Open Molecules 2025 dataset; level of theory: ωB97M-V/def2-TZVPD.

## Properties
Kohn-Sham gap: 9.37 eV
LUMO level: -0.723 eV
ΔE to the lowest compared entry with this formula, charge and spin: 951.2 kJ/mol

Atoms and positions in Å:
C 1.4842 0.8174 -0.2593
C -0.4088 -0.8512 -0.0590
C -1.4050 0.0840 -0.1927
C -2.5862 0.4433 -0.0250
H 1.1678 -2.1935 -0.6330
H 2.5300 0.7420 -0.5961
H -0.1118 1.8774 0.8045
H -3.3506 1.1496 0.6346
N 0.8532 -0.5438 -0.1922
N 0.8940 2.0531 0.1372
O 1.7767 -1.4955 0.3559
O -0.8435 -2.0827 0.0251

Cartesian forces, eV/Å:
-4.311 3.933 2.511
-2.479 -5.822 -0.420
-5.451 2.568 0.377
1.122 2.142 2.431
2.774 0.907 4.532
-0.759 0.270 -0.065
3.574 0.169 -2.973
2.062 -2.336 -2.658
3.974 3.851 1.844
0.166 -6.673 0.527
-3.356 -2.457 -5.856
2.684 3.449 -0.250

---

5.
One molecule with the formula C9H9N3O. Source: the Open Molecules 2025 dataset; level of theory: ωB97M-V/def2-TZVPD.

## Properties
Kohn-Sham gap: 8.07 eV
SMILES: [H]/N=C(\CC1=CC=CC1=C=N)C(N)=O
LUMO level: 0.143 eV
ΔE to the lowest compared entry with this formula, charge and spin: 256.3 kJ/mol

Atoms and positions in Å:
H -2.1602 2.4689 -1.0650
N -2.3065 1.7174 -0.5121
C -1.6059 0.6627 -0.6082
C -0.2743 0.3206 -1.3203
C 0.8608 0.3648 -0.3823
C 1.6445 1.4643 0.0050
C 2.7409 1.0083 0.7889
C 2.6848 -0.3279 0.8854
C 1.5254 -0.8058 0.1336
C 1.2273 -2.0732 -0.1379
N 1.0166 -3.2078 -0.4538
C -2.0372 -0.3833 0.3219
N -3.0878 0.0340 1.0601
O -1.5442 -1.5252 0.2430
H 0.0010 1.0738 -2.0054
H -0.2915 -0.7593 -1.6152
H 1.1987 2.4999 0.0132
H 3.5043 1.7530 1.0248
H 3.4145 -0.9520 1.2620
H 0.3910 -3.8554 -0.0874
H -3.2190 1.1165 0.9320
H -3.6833 -0.5943 1.5175

Cartesian forces, eV/Å:
1.238 2.800 -2.431
-0.365 -2.589 1.296
1.688 1.433 -0.351
-1.363 -0.749 1.052
1.754 1.255 0.998
-3.257 -0.161 -0.088
0.313 1.496 -0.479
-0.633 -0.149 -0.706
0.667 0.500 0.343
-0.334 -0.579 0.235
1.564 1.670 -1.015
-1.029 -2.688 0.529
1.276 2.405 -0.625
-0.900 1.322 0.531
-0.351 0.369 -1.643
-0.469 1.270 -0.688
1.020 -1.023 -0.487
0.017 -0.795 0.582
1.317 -1.214 0.893
-1.301 -1.039 0.947
-0.240 -2.835 0.286
-0.612 -0.698 0.822

---

6.
One molecule with the formula C2H2I2S2. Source: the Open Molecules 2025 dataset; level of theory: ωB97M-V/def2-TZVPD.

## Properties
Kohn-Sham gap (alpha / beta): 5.77 / 5.77 eV
LUMO level (alpha / beta): -3.032 / -3.032 eV
ΔE to the lowest compared entry with this formula, charge and spin: 467.2 kJ/mol

Atoms and positions in Å:
C -1.8267 0.1636 -0.1773
C -0.5764 -0.2402 0.0584
S -1.1953 4.0676 -1.6099
S 1.1402 0.3652 -0.4584
I -2.3456 2.1285 -0.8423
I -3.2189 2.6008 1.7559
H -0.3242 -1.1710 0.5619
H 0.6049 1.2283 -1.2046

Cartesian forces, eV/Å:
1.102 -1.006 0.812
1.678 0.614 -0.835
-0.750 -1.462 0.615
-1.196 -1.830 1.918
0.568 1.754 -0.469
0.158 0.042 -0.376
-0.898 -0.124 0.001
-0.662 2.010 -1.667